1.
The following is a quantum chemistry calculation of a molecular structure, C40H47As2FGeNO4PRe, from the OMol25 dataset.

The calculation puts the maximum force at 0.002 hartree/bohr. As for the net charge: 0. As for the multiplicity: 2. The total energy is -244249.575 eV.

XYZ file:
```
98
C40H47As2FGeNO4PRe ωB97M-V/def2-TZVPD
Re -1.024 0.173 0.659
C 2.851 -1.900 -2.137
As 2.442 -2.301 -0.262
C 4.014 -3.426 0.088
C 1.144 -3.756 -0.554
C 1.443 -4.801 -1.423
C 0.530 -5.812 -1.680
C -0.706 -5.790 -1.055
C -1.017 -4.761 -0.179
C -0.103 -3.741 0.080
As -0.624 -2.263 1.253
C 0.542 -2.583 2.787
C -2.285 -2.934 2.017
H 3.713 -1.232 -2.160
H 2.012 -1.383 -2.601
H 3.083 -2.804 -2.699
H 4.175 -4.168 -0.694
H 3.891 -3.934 1.044
H 4.891 -2.781 0.148
H 2.404 -4.826 -1.924
H 0.783 -6.610 -2.367
H -1.431 -6.570 -1.249
H -1.990 -4.758 0.292
H 0.591 -3.650 2.998
H 0.128 -2.048 3.641
H 1.541 -2.204 2.577
H -3.079 -2.928 1.271
H -2.560 -2.254 2.823
H -2.158 -3.937 2.421
F -3.228 5.844 -2.833
C -3.060 4.833 -1.946
C -4.168 4.130 -1.519
C -3.988 3.089 -0.623
C -2.720 2.732 -0.158
C -1.634 3.483 -0.609
C -1.790 4.534 -1.504
H -5.149 4.394 -1.893
H -4.853 2.531 -0.283
H -0.641 3.235 -0.249
H -0.945 5.109 -1.859
C -1.220 -1.733 -2.339
P -1.202 -0.041 -1.617
C 0.155 0.696 -2.612
C 1.163 1.405 -1.967
C 2.245 1.908 -2.679
C 2.335 1.701 -4.046
C 1.335 0.993 -4.702
C 0.255 0.497 -3.990
C -2.713 0.580 -2.468
C -2.722 1.613 -3.399
C -3.907 2.002 -4.010
C -5.099 1.369 -3.694
C -5.104 0.347 -2.753
C -3.920 -0.040 -2.146
H -1.421 -1.715 -3.410
H -2.001 -2.316 -1.849
H -0.266 -2.225 -2.156
H 1.115 1.542 -0.895
H 3.021 2.458 -2.160
H 3.179 2.089 -4.602
H 1.397 0.830 -5.771
H -0.520 -0.044 -4.519
H -1.805 2.133 -3.643
H -3.897 2.814 -4.726
H -6.021 1.675 -4.169
H -6.032 -0.147 -2.492
H -3.937 -0.836 -1.407
O 0.996 0.516 1.107
C 0.834 0.649 2.370
O -0.319 0.528 2.837
C 2.009 0.920 3.232
C 3.293 0.889 2.698
C 4.390 1.131 3.512
C 4.209 1.406 4.859
C 2.920 1.431 5.362
C 1.809 1.192 4.579
N 2.725 1.723 6.797
O 3.717 1.920 7.469
O 1.587 1.745 7.216
H 3.412 0.667 1.646
H 5.389 1.106 3.100
H 5.041 1.600 5.519
H 0.814 1.219 4.997
C -2.998 0.953 3.979
Ge -2.791 2.395 2.659
C -1.339 3.637 3.095
C -4.452 3.447 2.692
C -2.513 1.643 0.849
H -3.992 0.990 4.426
H -2.251 1.032 4.768
H -2.866 -0.017 3.497
H -1.429 3.982 4.126
H -1.389 4.507 2.439
H -0.365 3.164 2.973
H -4.609 3.856 3.692
H -5.313 2.823 2.443
H -4.410 4.275 1.984
H -3.316 0.865 0.737
```

How is the electron density shared among the atoms? According to Mulliken, the charges in e are:
1 Re 2.25
2 C -1.05
3 As 0.83
4 C -1.29
5 C -0.09
6 C -0.45
7 C -0.95
8 C -0.76
9 C -0.49
10 C 0.05
11 As 1.13
12 C -1.31
13 C -1.42
14 H 0.47
15 H 0.04
16 H 0.47
17 H 0.40
18 H 0.35
19 H 0.43
20 H 0.20
21 H 0.40
22 H 0.39
23 H 0.39
24 H 0.48
25 H 0.45
26 H 0.25
27 H 0.36
28 H 0.26
29 H 0.46
30 F -0.41
31 C 0.44
32 C -0.93
33 C 0.04
34 C -1.00
35 C 0.55
36 C -0.97
37 H 0.46
38 H 0.52
39 H 0.37
40 H 0.47
41 C -1.30
42 P 1.77
43 C 0.35
44 C 0.19
45 C -0.92
46 C -0.63
47 C -0.85
48 C -0.24
49 C 0.37
50 C -0.52
51 C -0.85
52 C -0.57
53 C -0.77
54 C -0.77
55 H 0.67
56 H 0.49
57 H 0.11
58 H -0.21
59 H 0.46
60 H 0.40
61 H 0.44
62 H 0.32
63 H 0.46
64 H 0.41
65 H 0.39
66 H 0.43
67 H 0.22
68 O -0.78
69 C -0.71
70 O -0.70
71 C 0.48
72 C -0.65
73 C -0.75
74 C -0.56
75 C -0.08
76 C -0.38
77 N 1.07
78 O -0.64
79 O -0.61
80 H 0.55
81 H 0.42
82 H 0.50
83 H 0.77
84 C -0.83
85 Ge 1.27
86 C -1.27
87 C -1.58
88 C -0.43
89 H 0.50
90 H 0.33
91 H -0.19
92 H 0.41
93 H 0.38
94 H 0.22
95 H 0.41
96 H 0.40
97 H 0.41
98 H 0.40

---

2.
The following is a quantum chemistry calculation of a molecular structure, C40H47BMnN7O6P2S, from the OMol25 dataset.

The calculation puts the maximum force at 0.013 hartree/bohr. As for the net charge: -1. As for the multiplicity: 6. The total energy is -126375.148 eV.

XYZ file:
```
105
C40H47BMnN7O6P2S ωB97M-V/def2-TZVPD
Mn -1.500 0.609 0.234
O -2.333 -0.786 4.062
C -1.375 -0.501 3.356
O -1.397 -0.004 2.187
C 0.033 -0.780 3.911
C 0.090 -1.187 5.245
C 1.291 -1.475 5.864
C 2.475 -1.365 5.146
C 2.433 -0.970 3.822
C 1.225 -0.672 3.182
P 1.304 -0.150 1.409
C 2.625 -1.293 0.822
C 3.940 -0.964 0.513
C 4.829 -1.934 0.065
C 4.420 -3.251 -0.068
C 3.109 -3.593 0.238
C 2.220 -2.621 0.664
C 2.202 1.442 1.545
C 2.263 2.190 2.717
C 2.851 3.449 2.728
C 3.397 3.978 1.570
C 3.345 3.241 0.393
C 2.746 1.994 0.381
H -0.853 -1.265 5.769
H 1.307 -1.786 6.901
H 3.427 -1.590 5.612
H 3.360 -0.890 3.266
H 4.291 0.052 0.635
H 5.850 -1.655 -0.168
H 5.116 -4.008 -0.410
H 2.774 -4.618 0.131
H 1.192 -2.896 0.871
H 1.841 1.793 3.632
H 2.880 4.016 3.651
H 3.856 4.958 1.580
H 3.761 3.647 -0.522
H 2.687 1.439 -0.549
B -3.766 3.589 -0.172
N -2.752 3.630 1.010
C -2.623 4.631 1.890
C -1.656 4.283 2.817
C -1.245 3.014 2.406
N -1.908 2.634 1.315
N -3.191 2.747 -1.343
C -3.073 3.135 -2.618
C -2.748 2.035 -3.395
C -2.693 0.984 -2.479
N -2.958 1.423 -1.244
H -3.892 4.722 -0.587
H -4.810 3.109 0.192
H -3.236 5.513 1.800
H -1.307 4.857 3.658
H -0.513 2.356 2.843
H -3.256 4.164 -2.884
H -2.603 1.996 -4.461
H -2.507 -0.068 -2.631
O -5.734 -3.311 -0.849
S -4.368 -3.682 -1.100
O -4.125 -4.727 -2.064
N -3.447 -2.380 -1.443
C -2.523 -2.189 -0.527
O -1.612 -1.317 -0.605
C -2.538 -3.180 0.602
C -1.679 -3.275 1.679
C -1.877 -4.309 2.584
C -2.901 -5.232 2.395
C -3.756 -5.143 1.302
C -3.552 -4.098 0.426
H -0.892 -2.545 1.808
H -1.234 -4.388 3.452
H -3.032 -6.035 3.111
H -4.552 -5.859 1.148
C 0.171 4.516 -3.107
N 0.419 3.844 -1.839
C -0.040 4.557 -0.653
C 0.420 2.477 -1.778
O -0.045 1.878 -0.803
N 1.015 1.809 -2.806
C 0.919 0.360 -2.839
C 2.089 2.393 -3.586
H -0.583 5.287 -2.945
H -0.227 3.814 -3.839
H 1.066 4.993 -3.516
H 0.378 5.564 -0.678
H 0.307 4.050 0.243
H -1.130 4.616 -0.618
H 0.085 0.016 -2.236
H 1.828 -0.109 -2.448
H 0.767 0.030 -3.868
H 1.765 2.728 -4.575
H 2.864 1.636 -3.722
H 2.527 3.238 -3.056
C -0.247 -4.519 -1.781
P 0.384 -2.929 -2.467
C -0.914 -2.680 -3.750
C 1.728 -3.604 -3.544
H -0.268 -5.299 -2.546
H -1.264 -4.384 -1.409
H 0.374 -4.854 -0.948
H -0.999 -3.551 -4.405
H -0.686 -1.804 -4.359
H -1.875 -2.513 -3.259
H 1.380 -4.430 -4.171
H 2.555 -3.952 -2.922
H 2.113 -2.812 -4.190
```

Mulliken population analysis, charges in e, atoms 1 to 99:
1 Mn 0.60
2 O -0.82
3 C -0.51
4 O -0.36
5 C 0.08
6 C -0.84
7 C -0.67
8 C -0.72
9 C -0.54
10 C 0.97
11 P 1.59
12 C 0.18
13 C 0.02
14 C -0.78
15 C -0.62
16 C -0.69
17 C -0.62
18 C 1.44
19 C -0.98
20 C -0.69
21 C -0.93
22 C -0.67
23 C -1.16
24 H 0.50
25 H 0.39
26 H 0.44
27 H 0.41
28 H 0.46
29 H 0.43
30 H 0.37
31 H 0.42
32 H 0.24
33 H 0.33
34 H 0.42
35 H 0.41
36 H 0.36
37 H 0.55
38 B -0.06
39 N -0.40
40 C -0.30
41 C -1.32
42 C -0.47
43 N 1.01
44 N 0.13
45 C -0.18
46 C -1.39
47 C -0.35
48 N -0.35
49 H -0.15
50 H -0.20
51 H 0.42
52 H 0.44
53 H 0.42
54 H 0.56
55 H 0.47
56 H 0.85
57 O -0.73
58 S 1.24
59 O -0.71
60 N -0.41
61 C -0.40
62 O 0.09
63 C -0.11
64 C 1.23
65 C -1.47
66 C -0.54
67 C -0.70
68 C 0.13
69 H 0.37
70 H 0.46
71 H 0.41
72 H 0.43
73 C -1.43
74 N 0.45
75 C -0.94
76 C -2.58
77 O 3.75
78 N 0.68
79 C -0.88
80 C -1.34
81 H 0.45
82 H 0.43
83 H 0.30
84 H 0.51
85 H -0.13
86 H 0.34
87 H -0.61
88 H 0.56
89 H 0.53
90 H 0.30
91 H 0.40
92 H 0.39
93 C -0.84
94 P 1.36
95 C -1.12
96 C -1.55
97 H 0.50
98 H -0.03
99 H 0.08

---

3.
The following is a quantum chemistry calculation of a molecular structure, C40H47CrN7O4P2S2, from the OMol25 dataset.

The calculation puts the maximum force at 0.012 hartree/bohr. As for the net charge: +3. As for the multiplicity: 4. The total energy is -129513.935 eV.

XYZ file:
```
103
C40H47CrN7O4P2S2 ωB97M-V/def2-TZVPD
Cr 1.605 0.296 0.177
N 3.532 -0.074 1.071
N 3.496 -0.178 2.467
C 2.291 -0.229 3.075
N 2.252 -0.350 4.385
N 1.257 -0.153 2.215
N -0.050 -0.114 2.672
O -0.850 0.154 1.797
O -0.316 -0.277 3.848
H 3.816 -0.957 0.648
H 4.179 0.659 0.791
H 4.357 -0.301 2.978
H 3.098 -0.389 4.933
H 1.353 -0.403 4.840
S 1.627 2.566 1.004
C 0.057 3.138 0.679
N -0.539 4.059 1.394
C -1.847 4.586 0.970
C -1.868 4.691 -0.528
N -1.543 3.380 -1.104
C -2.326 2.995 -2.290
C -3.763 2.715 -1.917
C -4.785 3.239 -2.697
C -6.110 2.974 -2.378
C -6.415 2.196 -1.272
C -5.394 1.676 -0.486
C -4.071 1.929 -0.810
C -0.667 2.601 -0.527
S -0.348 1.029 -1.063
C -0.030 4.585 2.684
C -1.103 4.475 3.739
C -1.593 5.612 4.368
C -2.577 5.499 5.342
C -3.077 4.252 5.680
C -2.594 3.111 5.049
C -1.608 3.223 4.084
H -1.980 5.561 1.434
H -2.634 3.924 1.340
H -1.159 5.433 -0.903
H -2.869 4.954 -0.867
H -1.840 2.134 -2.748
H -2.266 3.836 -2.983
H -4.553 3.856 -3.557
H -6.902 3.382 -2.990
H -7.447 1.996 -1.020
H -5.633 1.069 0.378
H -3.281 1.502 -0.199
H 0.261 5.623 2.519
H 0.861 4.016 2.936
H -1.200 6.588 4.110
H -2.951 6.385 5.835
H -3.844 4.165 6.437
H -2.985 2.138 5.314
H -1.240 2.334 3.593
C 4.247 -0.923 -3.025
P 2.955 0.305 -2.887
C 1.490 -0.288 -3.732
C 3.507 1.782 -3.728
O 2.685 0.637 -1.412
H 4.436 -1.148 -4.075
H 3.951 -1.841 -2.518
H 5.164 -0.532 -2.584
H 1.776 -0.730 -4.687
H 0.808 0.541 -3.917
H 0.979 -1.040 -3.128
H 3.587 1.595 -4.800
H 4.482 2.090 -3.350
H 2.790 2.584 -3.559
O 1.577 -1.649 -0.274
P 1.119 -3.090 -0.575
C 1.333 -4.192 0.822
C 1.637 -3.722 2.092
C 1.754 -4.602 3.157
C 1.564 -5.961 2.953
C 1.261 -6.439 1.685
C 1.145 -5.561 0.622
C -0.597 -3.112 -1.068
C -1.444 -2.115 -0.588
C -2.797 -2.150 -0.883
C -3.313 -3.192 -1.640
C -2.478 -4.206 -2.094
C -1.125 -4.172 -1.808
C 2.133 -3.752 -1.897
C 3.362 -4.323 -1.557
C 4.225 -4.765 -2.546
C 3.866 -4.641 -3.883
C 2.646 -4.076 -4.230
C 1.782 -3.628 -3.242
H 1.768 -2.667 2.238
H 1.988 -4.235 4.147
H 1.653 -6.650 3.782
H 1.117 -7.499 1.527
H 0.921 -5.949 -0.364
H -1.056 -1.325 0.044
H -3.451 -1.372 -0.512
H -4.370 -3.223 -1.869
H -2.884 -5.025 -2.672
H -0.487 -4.969 -2.170
H 3.630 -4.458 -0.515
H 5.166 -5.225 -2.277
H 4.532 -5.002 -4.655
H 2.359 -4.002 -5.270
H 0.826 -3.200 -3.523
```

Mulliken population analysis, charges in e, atoms 1 to 99:
1 Cr 0.83
2 N -0.39
3 N -0.36
4 C 0.39
5 N -0.29
6 N 0.52
7 N 0.52
8 O -0.48
9 O -0.77
10 H 0.28
11 H 0.43
12 H 0.17
13 H 0.19
14 H 0.21
15 S -0.73
16 C 0.31
17 N 0.07
18 C -0.60
19 C -0.90
20 N 0.14
21 C -1.26
22 C 0.51
23 C -0.40
24 C -0.69
25 C -0.51
26 C -1.08
27 C 0.25
28 C 0.43
29 S -0.38
30 C -1.04
31 C 0.40
32 C -0.36
33 C -0.73
34 C -0.46
35 C -0.82
36 C 0.04
37 H 0.61
38 H 0.34
39 H 0.35
40 H 0.47
41 H 0.38
42 H 0.47
43 H 0.42
44 H 0.43
45 H 0.44
46 H 0.48
47 H 0.68
48 H 0.41
49 H 0.45
50 H 0.44
51 H 0.41
52 H 0.42
53 H 0.47
54 H 0.45
55 C -0.89
56 P 1.29
57 C -0.68
58 C -1.29
59 O -0.53
60 H 0.46
61 H 0.02
62 H 0.44
63 H 0.53
64 H 0.42
65 H -0.22
66 H 0.43
67 H 0.39
68 H 0.34
69 O 1.11
70 P 1.06
71 C 0.31
72 C -0.04
73 C -0.68
74 C -0.66
75 C -0.79
76 C -0.53
77 C 0.72
78 C -0.10
79 C -0.78
80 C -0.73
81 C -0.86
82 C -0.51
83 C 0.42
84 C -0.95
85 C -0.78
86 C -0.63
87 C -1.01
88 C -0.38
89 H 0.36
90 H 0.46
91 H 0.43
92 H 0.46
93 H 0.36
94 H 0.12
95 H 0.54
96 H 0.44
97 H 0.47
98 H 0.39
99 H 0.42

---

4.
The following is a quantum chemistry calculation of 9 unconnected molecules or ions with the total composition C40H47N8O16 in a non-equilibrium geometry, from the OMol25 dataset.

The calculation puts the maximum force at 0.246 hartree/bohr. As for the net charge: -1. As for the multiplicity: 1. The total energy is -86890.240 eV.

XYZ file:
```
111
C40H47N8O16 ωB97M-V/def2-TZVPD
C -50.583 2.598 -16.362
O -49.572 3.300 -16.856
O -51.107 1.618 -17.065
O -51.114 2.764 -15.244
H -50.668 1.699 -17.770
C -46.689 2.687 -20.254
C -45.603 2.524 -21.247
C -45.782 3.485 -22.492
C -46.760 4.642 -22.592
C -47.786 4.672 -21.357
C -47.772 3.648 -20.250
N -46.895 5.489 -23.657
O -45.946 5.399 -24.485
O -47.936 6.031 -23.864
H -46.519 1.958 -19.505
H -44.679 1.758 -21.130
H -45.082 3.442 -23.314
H -48.504 5.409 -21.147
H -48.398 3.581 -19.439
C -50.388 6.606 -16.539
C -49.022 7.025 -16.104
C -48.358 8.149 -16.754
C -49.190 9.219 -17.615
C -50.646 8.769 -17.889
C -51.237 7.476 -17.321
N -48.675 10.608 -18.009
O -49.521 11.211 -18.866
O -47.574 10.899 -17.659
H -50.715 5.574 -16.107
H -48.383 6.369 -15.694
H -47.426 8.570 -16.614
H -51.389 9.476 -18.242
H -52.228 7.182 -17.591
C -53.971 0.976 -14.738
C -55.401 1.328 -13.996
C -56.685 0.713 -14.547
C -56.573 -0.415 -15.566
C -55.192 -0.833 -16.122
C -53.969 -0.098 -15.572
N -57.835 -1.098 -15.951
O -58.795 -0.650 -15.422
O -57.667 -2.148 -16.595
H -53.047 1.648 -14.727
H -55.409 1.890 -13.118
H -57.679 1.155 -14.228
H -55.192 -1.673 -16.792
H -53.177 -0.671 -15.849
C -47.701 3.830 -11.819
C -47.911 4.357 -10.406
C -49.141 5.369 -10.288
C -49.998 5.799 -11.493
C -49.864 4.946 -12.787
C -48.681 3.993 -12.833
N -51.047 6.820 -11.442
O -52.107 6.704 -12.007
O -50.776 7.741 -10.679
H -46.827 3.333 -12.189
H -47.177 4.289 -9.512
H -49.377 6.047 -9.349
H -50.380 5.236 -13.804
H -48.542 3.476 -13.843
C -51.675 5.564 -20.618
C -51.343 5.904 -22.131
C -51.224 4.635 -22.998
C -50.953 3.328 -22.365
C -51.411 3.095 -20.897
C -51.768 4.290 -20.042
N -50.492 2.163 -23.206
O -49.934 2.503 -24.325
O -50.702 1.026 -22.805
H -51.997 6.333 -20.288
H -51.524 6.918 -22.767
H -50.988 4.967 -23.983
H -51.230 2.149 -20.377
H -51.855 4.260 -19.031
C -46.337 3.973 -16.478
O -45.739 4.870 -17.078
N -45.800 2.764 -16.302
C -46.553 1.716 -15.548
C -44.443 2.451 -16.644
H -47.373 4.089 -16.028
H -47.581 1.959 -15.526
H -46.302 1.490 -14.479
H -46.584 0.605 -15.987
H -44.442 1.798 -17.550
H -43.873 1.677 -15.963
H -43.675 3.318 -16.756
C -48.846 -0.808 -19.674
O -49.660 0.080 -19.675
N -49.255 -2.114 -19.457
C -48.315 -3.223 -19.564
C -50.630 -2.404 -19.076
H -47.926 -0.742 -20.015
H -47.387 -3.104 -19.156
H -48.194 -3.429 -20.645
H -48.635 -4.143 -19.041
H -50.986 -3.402 -18.913
H -51.325 -2.049 -19.630
H -50.766 -1.900 -18.286
C -49.132 0.241 -13.541
O -48.700 0.239 -12.370
N -48.522 -0.641 -14.399
C -49.052 -0.757 -15.729
C -47.368 -1.423 -13.972
H -49.986 0.813 -13.942
H -49.107 0.095 -16.282
H -50.087 -1.139 -15.561
H -48.466 -1.501 -16.415
H -47.696 -2.158 -13.261
H -46.650 -0.749 -13.612
H -46.864 -2.048 -14.815
```

Mulliken population analysis, charges in e, atoms 1 to 99:
1 C 0.34
2 O -0.25
3 O -0.26
4 O -0.75
5 H 0.10
6 C -0.21
7 C -0.66
8 C -0.45
9 C -0.23
10 C -0.56
11 C -0.54
12 N 0.93
13 O -0.63
14 O -0.54
15 H 0.61
16 H 0.26
17 H 0.41
18 H 0.58
19 H 0.98
20 C 0.63
21 C -0.39
22 C -0.70
23 C -0.11
24 C -0.25
25 C -0.72
26 N 0.84
27 O -0.55
28 O -0.53
29 H -0.27
30 H 0.49
31 H 0.54
32 H 0.43
33 H 0.51
34 C -0.19
35 C -0.64
36 C -0.31
37 C 0.14
38 C -0.58
39 C -0.19
40 N 0.94
41 O -0.58
42 O -0.59
43 H 0.40
44 H 0.47
45 H 0.33
46 H 0.42
47 H 0.41
48 C -0.21
49 C -0.58
50 C -0.37
51 C 0.11
52 C 0.03
53 C -0.34
54 N 0.98
55 O -0.56
56 O -0.59
57 H 0.39
58 H 0.29
59 H 0.25
60 H 0.34
61 H 0.24
62 C -1.21
63 C -0.38
64 C -0.66
65 C 0.37
66 C -0.28
67 C -0.43
68 N 0.98
69 O -0.58
70 O -0.55
71 H 0.97
72 H 0.27
73 H 0.34
74 H 0.49
75 H 0.69
76 C 0.53
77 O -0.72
78 N 0.49
79 C -0.21
80 C -0.94
81 H 0.03
82 H -0.52
83 H 0.20
84 H 0.16
85 H 0.30
86 H 0.29
87 H 0.28
88 C -0.57
89 O -0.66
90 N 0.38
91 C -1.15
92 C -1.54
93 H 0.93
94 H 0.42
95 H 0.37
96 H 0.32
97 H 0.39
98 H 0.57
99 H 0.58